ORCA calculation (ωB97M-V/def2-TZVPD) on a 8-piece molecular cluster, C22H62N6O14 overall.

Geometry (Å):
C 0.66 0.56 -0.21
O 1.53 -0.17 0.23
N 0.50 1.87 0.15
N -0.35 0.07 -1.01
H -0.36 2.31 -0.15
H 1.16 2.34 0.75
H -0.92 0.67 -1.58
H -0.41 -0.93 -1.01
C -2.32 2.86 -2.64
O -2.17 2.20 -1.60
N -1.97 4.18 -2.72
N -2.87 2.31 -3.76
H -1.58 4.59 -1.89
H -1.82 4.62 -3.61
H -2.84 1.30 -3.83
H -3.10 2.84 -4.58
C 0.39 -2.80 5.31
O 0.61 -1.42 5.19
C 1.44 -1.04 4.11
C 0.69 -0.12 3.15
N -0.61 -0.62 2.79
C -1.48 0.33 2.12
C -2.90 0.26 2.63
O -2.83 0.29 4.06
C -4.08 0.58 4.66
H -0.55 -2.94 5.85
H 1.17 -3.35 5.86
H 0.34 -3.28 4.33
H 1.90 -1.90 3.62
H 2.29 -0.45 4.47
H 1.32 0.09 2.28
H 0.63 0.84 3.69
H -1.05 -0.96 3.64
H -1.49 0.11 1.04
H -1.11 1.36 2.13
H -3.33 -0.73 2.38
H -3.54 1.08 2.31
H -3.87 0.83 5.70
H -4.76 -0.26 4.53
H -4.54 1.47 4.21
C 1.96 3.92 -2.07
O 2.32 3.05 -3.14
C 1.26 2.74 -4.00
C 0.74 1.34 -3.72
N -0.04 0.84 -4.83
C -0.26 -0.61 -4.72
C -1.52 -1.05 -5.44
O -2.63 -0.32 -4.99
C -3.85 -1.02 -5.20
H 1.30 3.40 -1.37
H 1.42 4.79 -2.45
H 2.86 4.21 -1.54
H 1.50 2.88 -5.06
H 0.43 3.46 -3.88
H 0.11 1.36 -2.81
H 1.58 0.69 -3.48
H -0.99 1.19 -4.78
H -0.41 -0.91 -3.66
H 0.59 -1.17 -5.10
H -1.61 -2.14 -5.32
H -1.35 -0.88 -6.51
H -4.63 -0.50 -4.64
H -3.77 -2.05 -4.86
H -4.16 -0.97 -6.25
C 0.99 3.84 3.07
C -0.32 4.41 2.54
O -0.27 5.84 2.45
O 1.96 3.69 2.01
H 0.78 2.80 3.33
H 1.35 4.41 3.92
H -1.17 4.16 3.16
H -0.49 4.02 1.54
H 0.44 6.08 1.85
H 2.23 4.58 1.77
C 4.71 -1.52 1.24
C 5.03 -0.44 0.22
O 5.32 0.79 0.87
O 3.65 -1.06 2.07
H 5.58 -1.68 1.88
H 4.42 -2.45 0.74
H 4.12 -0.28 -0.37
H 5.80 -0.73 -0.50
H 4.68 0.81 1.60
H 2.85 -1.05 1.52
C 1.33 -3.67 -2.44
C 2.03 -4.15 -1.18
O 2.08 -3.18 -0.17
O -0.09 -3.68 -2.29
H 1.55 -4.38 -3.24
H 1.66 -2.66 -2.71
H 3.01 -4.57 -1.43
H 1.47 -5.02 -0.81
H 1.19 -3.05 0.17
H -0.31 -3.21 -1.48
C -0.73 -4.21 1.25
C -1.77 -4.39 2.34
O -3.08 -4.29 1.83
O -0.62 -2.87 0.80
H -1.06 -4.82 0.41
H 0.23 -4.61 1.60
H -1.62 -3.60 3.09
H -1.55 -5.33 2.86
H -3.52 -3.51 2.17
H -0.48 -2.25 1.54

Calculated values
- LUMO energy: 0.12 eV
- HOMO-LUMO gap: 8.883 eV
- Calculated total energy: -61422.854 eV
- Structure (SMILES): COCCNCCOC.COCCNCCOC.NC(N)=O.NC(N)=O.OCCO.OCCO.OCCO.OCCO
- E_HOMO: -8.77 eV


ORCA calculation (ωB97M-V/def2-TZVPD) on C5H5N4P in the gas phase.

Geometry (Å):
C -3.61 -0.11 0.60
C -2.82 -1.10 0.20
C -0.94 1.00 0.15
C -0.30 -1.31 0.21
C 1.20 0.45 -0.50
N -3.96 0.96 -0.18
N -1.85 1.76 -0.18
N -3.13 1.76 -0.66
N -0.15 0.01 -0.21
P -1.73 -2.23 -0.23
H -4.09 -0.31 1.52
H 0.55 -1.85 0.14
H 1.72 0.49 0.45
H 1.61 -0.41 -1.12
H 1.09 1.43 -0.97

Calculated values
- LUMO energy (spin up / spin down): -0.73 / -0.49 eV
- Energy relative to the best compared isomer or geometry (same formula, charge and spin): 138.8 kcal per mole
- HOMO-LUMO gap (spin up / spin down): 6.742 / 7.120 eV
- Calculated total energy: -20506.558 eV
- E_HOMO (spin up / spin down): -7.47 / -7.61 eV


ORCA calculation (ωB97M-V/def2-TZVPD) on C4H11N2 as an isolated structure.

Geometry (Å):
C 0.02 1.26 1.02
C 1.02 0.92 -0.04
C 0.30 0.23 -1.18
C -0.80 -1.93 -1.23
N -0.32 -0.92 -0.51
N -0.39 -0.05 1.58
H -0.87 1.72 0.61
H 0.46 1.93 1.77
H 1.47 1.80 -0.51
H 1.94 0.38 0.22
H -0.50 0.84 -1.69
H 0.99 -0.02 -2.00
H -0.92 -2.16 -2.28
H -1.03 -2.83 -0.63
H -1.18 -0.03 2.22
H -0.57 -0.62 0.64
H 0.40 -0.51 2.02

Calculated values
- LUMO energy (spin up / spin down): 0.68 / 0.66 eV
- Energy relative to the best compared isomer or geometry (same formula, charge and spin): 49.2 kcal per mole
- Spin multiplicity: 2
- HOMO-LUMO gap (spin up / spin down): 4.883 / 9.060 eV
- Calculated total energy: -7302.642 eV
- E_HOMO (spin up / spin down): -4.21 / -8.40 eV
- <S²>: 0.753


ORCA calculation (ωB97M-V/def2-TZVPD) on C49H40AsCl3DyN5O4PS as an isolated structure.

Geometry (Å):
Dy -0.18 0.43 0.19
N -0.20 2.17 2.40
C 0.97 1.84 3.20
C 2.07 1.12 2.37
O 3.03 0.65 2.99
N 1.84 1.11 1.07
C 2.88 0.48 0.26
C 2.25 -0.45 -0.79
O 2.75 -0.58 -1.90
O 1.20 -1.07 -0.40
H 0.06 2.90 1.73
H -0.93 2.57 3.00
H 0.68 1.17 4.01
H 1.44 2.73 3.65
H 3.55 -0.11 0.91
H 3.49 1.24 -0.25
C -4.68 1.58 1.78
C -3.44 1.49 1.12
N -2.46 0.72 1.53
C -2.65 -0.04 2.63
C -3.86 -0.02 3.36
C -4.89 0.83 2.90
C -4.00 -0.82 4.52
C -3.00 -1.64 4.93
C -1.77 -1.71 4.20
C -0.73 -2.58 4.57
C 0.44 -2.57 3.85
C 0.55 -1.69 2.76
N -0.43 -0.91 2.36
C -1.58 -0.91 3.06
H -5.44 2.24 1.39
H -3.26 2.07 0.23
H -5.82 0.88 3.45
H -4.92 -0.76 5.07
H -3.10 -2.25 5.81
H -0.86 -3.24 5.42
H 1.26 -3.22 4.10
H 1.48 -1.63 2.20
Cl -3.44 3.97 -5.37
C -2.62 3.51 -3.92
C -1.80 2.40 -3.92
C -1.12 2.07 -2.76
Cl -0.06 0.71 -2.64
C -1.26 2.81 -1.55
O -0.64 2.48 -0.48
C -2.14 3.92 -1.63
Cl -2.36 4.85 -0.19
C -2.80 4.28 -2.78
H -1.67 1.80 -4.80
H -3.45 5.14 -2.78
S -4.42 -2.07 -0.43
C -3.00 -1.36 -0.56
N -1.98 -0.79 -0.62
C 2.41 -4.79 -2.58
C 2.88 -5.99 -1.76
As 1.56 -7.23 -0.95
C 1.58 -6.69 0.94
C 0.38 -6.55 1.62
C 0.37 -6.27 2.98
C 1.56 -6.17 3.67
C 2.76 -6.33 3.01
C 2.77 -6.58 1.65
C 2.80 -8.72 -0.50
C 2.22 -9.81 0.14
C 3.00 -10.85 0.61
C 4.37 -10.83 0.44
C 4.95 -9.76 -0.21
C 4.17 -8.71 -0.68
P 1.64 -3.30 -1.73
C 2.91 -3.23 -0.40
C 4.15 -2.75 -0.80
C 5.16 -2.53 0.12
C 4.95 -2.81 1.46
C 3.73 -3.32 1.86
C 2.71 -3.53 0.94
C 0.16 -4.10 -0.99
C -0.47 -3.56 0.12
C -1.70 -4.03 0.55
C -2.34 -5.05 -0.13
C -1.74 -5.58 -1.26
C -0.52 -5.10 -1.69
H 1.72 -5.11 -3.38
H 3.28 -4.38 -3.10
H 3.56 -5.64 -0.97
H 3.47 -6.62 -2.44
H -0.55 -6.65 1.08
H -0.57 -6.15 3.50
H 1.56 -5.98 4.74
H 3.70 -6.26 3.55
H 3.71 -6.69 1.13
H 1.15 -9.82 0.29
H 2.53 -11.69 1.12
H 4.98 -11.64 0.81
H 6.03 -9.73 -0.34
H 4.66 -7.89 -1.18
H 4.31 -2.50 -1.84
H 6.11 -2.11 -0.20
H 5.73 -2.63 2.19
H 3.56 -3.55 2.91
H 1.77 -3.93 1.28
H 0.00 -2.73 0.63
H -2.17 -3.58 1.42
H -3.30 -5.41 0.21
H -2.24 -6.36 -1.82
H -0.12 -5.50 -2.62

Calculated values
- LUMO energy (spin up / spin down): 1.68 / 1.68 eV
- Charge: -1
- Spin multiplicity: 6
- HOMO-LUMO gap (spin up / spin down): 6.727 / 6.725 eV
- Calculated total energy: -209724.961 eV
- E_HOMO (spin up / spin down): -5.05 / -5.05 eV
- <S²>: 9.327